The following is a DFT calculation (the ωB97M-V functional and the def2-TZVPD basis) of a cluster of 2 separate species, C5H7NO in total.

Geometry as XYZ:
```
14
Properties=species:S:1:pos:R:3:forces:R:3:mulliken_charge:R:1
O 2.223203 -1.597719 1.288782 -0.3 0.4 -0.4 -0.46
N 1.818032 0.602887 0.571701 -0.4 0.1 0.2 -0.52
C 1.491130 -0.808120 0.761827 0.2 -0.4 0.2 0.38
C -1.860610 0.585478 -0.184107 0.0 0.0 0.0 -1.14
C 0.701100 1.136001 0.251491 0.1 0.0 0.1 -0.39
C 0.073512 -1.033647 0.303297 -0.1 0.2 0.1 -0.75
C -0.449857 0.179390 0.104162 0.0 -0.2 0.1 1.11
H 0.613028 2.207541 0.063326 0.0 -0.2 0.1 0.41
H -1.963016 1.675039 -0.204380 0.0 -0.2 0.0 0.35
H 1.948839 -0.428302 -1.568507 0.1 -0.1 -0.3 0.11
H 1.389584 -0.909025 -1.664381 0.2 0.0 -0.3 -0.04
H -2.216560 0.190341 -1.141918 0.1 0.1 0.1 0.28
H -0.381273 -2.013375 0.208022 0.0 0.2 0.2 0.37
H -2.522674 0.200071 0.598805 0.1 0.1 -0.2 0.29
```
Positions in Å, forces in eV/Å.

charge: 0
E_HOMO: -10.11 eV
ΔE to the lowest compared entry with this formula, charge and spin: 220.96 kJ/mol
gap between HOMO and LUMO: 9.20 eV
SMILES string: CC1=CC(=O)N=C1.[H][H]